The following is a quantum chemistry calculation of a cluster of 2 separate species, C4H9Cl2NO2Si in total at a distorted geometry, from the OMol25 dataset.

Calculated values
**Lowest unoccupied orbital energy**: 0.4 eV
**Orbital gap**: 10.00 eV
**ΔE to the lowest compared entry with this formula, charge and spin**: 40.4 kcal/mol
**E_tot**: -42800.305 eV

Element x y z (Å)
Cl 2.35464 1.73106 -1.85753
Cl 2.27914 1.09086 1.31638
Si 2.02539 0.26639 -0.43032
O 0.28847 -2.21369 0.06672
O -1.61583 -1.41036 -0.89623
N -0.26584 -1.24865 -0.45933
C 3.17523 -1.26152 -0.57320
C -2.80349 1.60909 1.92478
C -2.62743 1.64194 0.59034
C 0.22323 -0.11727 -0.81726
H 3.32340 -1.85050 -1.50903
H -2.71257 2.50418 2.55144
H -2.51072 2.65890 0.07416
H -2.80274 0.82862 -0.02683
H -2.93920 0.71677 2.48753
H -0.38244 0.41839 -1.47543
H 2.71950 -2.08301 -0.00127
H -1.89479 -2.28751 -0.70749
H 4.16605 -0.99369 -0.25743


The following is a quantum chemistry calculation of a cluster of 2 separate species, C4H9ClN2O2 in total at a distorted geometry, from the OMol25 dataset.

Calculated values
**Lowest unoccupied orbital energy (alpha / beta)**: -0.6 / -0.2 eV
**Orbital gap (alpha / beta)**: 6.92 / 8.33 eV
**ΔE to the lowest compared entry with this formula, charge and spin**: 54.0 kcal/mol
**E_tot**: -23888.430 eV

Element x y z (Å)
Cl -2.11969 1.17779 -1.71862
O -0.12093 -2.14835 0.67676
O 0.79255 1.87001 -0.86948
N -0.56489 -0.76764 2.36638
N -1.05681 -0.11062 0.31994
C -0.90935 0.11069 -1.02419
C 1.59271 1.38572 0.11178
C -0.51027 -1.05961 1.05779
C -0.08711 -0.71233 -1.95395
H 0.98205 -0.66786 -1.49784
H -0.13705 -0.45917 -3.00070
H 1.63292 0.24874 0.16749
H -0.08536 -1.32428 3.02553
H -0.79284 0.17340 2.58423
H -1.71462 0.52216 0.69206
H -0.48108 -1.70073 -1.86852
H 2.51115 1.92753 -0.08169
H 1.06861 1.53455 1.01304


The following is a quantum chemistry calculation of an isolated molecule of C4H9ClN2S at a distorted geometry, from the OMol25 dataset.

Calculated values
**Lowest unoccupied orbital energy**: 0.5 eV
**Orbital gap**: 9.21 eV
**ΔE to the lowest compared entry with this formula, charge and spin**: 52.4 kcal/mol
**E_tot**: -30628.877 eV

Element x y z (Å)
Cl -0.43222 -3.23857 0.89902
S 1.34276 0.60900 -0.42652
N -1.25569 2.90162 -0.55899
N 0.22729 1.45088 0.63265
C -1.71995 1.95500 -1.58918
C 0.71890 -1.68722 0.79905
C 0.77837 -1.14306 -0.69362
C -0.56938 2.51871 0.43812
H 1.73324 -1.46694 -1.31678
H 1.71049 -2.01994 0.94445
H -2.76074 2.36049 -1.84415
H -0.24834 -0.95676 -1.22372
H -1.06769 2.21615 -2.44388
H -0.79180 3.13299 1.45550
H 0.23779 -0.89950 1.55563
H -1.66654 0.88480 -1.29428
H 0.66842 1.73237 1.46630